(1)
Entry from OMol25: a 12-piece molecular cluster, C44H84N8O10 overall (ωB97M-V with the def2-TZVPD basis set).

Element x y z (Å)
1 C -1.7837 -4.2519 -1.5306
2 C -3.0694 -4.9202 -1.2024
3 C -3.5463 -5.1309 -2.6763
4 O -2.3799 -5.4654 -3.3355
5 C -1.1978 -4.8825 -2.8041
6 H -1.1499 -4.2790 -0.6442
7 H -1.9532 -3.1847 -1.6738
8 H -3.7671 -4.3795 -0.5629
9 H -2.9281 -5.8898 -0.7249
10 H -4.0760 -4.2619 -3.0666
11 H -4.0675 -6.0881 -2.6896
12 H -0.7661 -4.0928 -3.4190
13 H -0.4348 -5.5998 -2.5016
14 C 6.5175 -2.2032 -2.4545
15 C 6.2583 -1.5710 -1.1222
16 C 4.7572 -1.9065 -0.8453
17 O 4.2375 -1.6550 -2.1374
18 C 5.2202 -1.9322 -3.2303
19 H 6.8861 -3.2244 -2.3569
20 H 7.3245 -1.7965 -3.0639
21 H 6.4933 -0.5106 -1.2131
22 H 6.9648 -2.0498 -0.4442
23 H 4.3497 -1.1341 -0.1931
24 H 4.6268 -2.9122 -0.4457
25 H 5.2363 -1.1034 -3.9381
26 H 4.9116 -2.8937 -3.6407
27 C 4.5253 0.7918 1.5276
28 C 5.2803 -0.0638 2.6576
29 C 4.8803 0.7051 3.9563
30 O 4.9953 2.1036 3.5303
31 C 4.5687 2.2248 2.1022
32 H 3.5283 0.4308 1.2748
33 H 4.9794 0.7824 0.5368
34 H 6.3664 -0.0980 2.5723
35 H 4.9973 -1.1121 2.5622
36 H 5.6747 0.5309 4.6820
37 H 3.9118 0.3673 4.3249
38 H 5.3094 2.8491 1.6025
39 H 3.5595 2.6358 2.0771
40 C 0.6816 1.5032 5.2975
41 C 0.8213 0.0247 5.3826
42 C 0.4645 -0.3695 3.9479
43 O 1.0036 0.6220 3.1322
44 C 1.1068 1.8398 3.8614
45 H 1.1565 1.9062 6.1920
46 H -0.3757 1.7682 5.2910
47 H 0.0720 -0.2924 6.1079
48 H 1.7938 -0.3578 5.6926
49 H -0.6054 -0.4403 3.7521
50 H 0.8973 -1.3381 3.6978
51 H 0.5104 2.6635 3.4689
52 H 2.1446 2.1728 3.8518
53 C -3.0653 1.5230 3.9492
54 C -3.4335 2.1779 5.2285
55 O -3.9281 1.5277 6.1005
56 N -3.3530 3.4685 5.2762
57 C -3.7678 4.4498 6.3762
58 H -3.8708 1.8114 3.2739
59 H -2.8583 0.4536 3.9880
60 H -2.1529 1.9887 3.5766
61 H -3.0432 3.9737 4.4583
62 H -2.8820 4.8396 6.8777
63 H -4.3945 3.9932 7.1423
64 H -4.3996 5.2681 6.0307
65 C 3.4311 2.5858 -2.3424
66 C 2.3323 3.7164 -2.1971
67 O 1.1626 3.4542 -1.9543
68 N 2.7151 4.9226 -2.5237
69 C 1.7731 6.0197 -2.3197
70 H 4.3835 2.9788 -2.6982
71 H 3.1993 1.7144 -2.9548
72 H 3.5943 2.1275 -1.3670
73 H 3.6306 4.9851 -2.9458
74 H 2.0394 6.8406 -2.9856
75 H 1.9231 6.4129 -1.3143
76 H 0.7487 5.6633 -2.4276
77 C -5.9226 -0.8471 3.7461
78 C -5.6116 -0.9898 2.2826
79 O -6.5152 -0.8005 1.4659
80 N -4.3388 -1.2862 1.9972
81 C -3.8800 -1.5199 0.6066
82 H -6.8123 -0.2192 3.7937
83 H -5.0914 -0.4783 4.3471
84 H -6.1334 -1.8627 4.0812
85 H -3.6348 -1.5059 2.6872
86 H -3.6630 -0.6196 0.0317
87 H -4.5867 -2.0616 -0.0220
88 H -2.8998 -1.9966 0.6160
89 C 2.2986 -6.9411 1.0903
90 C 2.3397 -5.5898 0.4099
91 O 2.8097 -4.6614 1.0319
92 N 2.0059 -5.4807 -0.8767
93 C 2.2994 -4.4091 -1.8357
94 H 1.5189 -7.4795 0.5514
95 H 1.8706 -6.8644 2.0899
96 H 3.1308 -7.6449 1.0850
97 H 1.5372 -6.3335 -1.1473
98 H 1.6262 -4.6157 -2.6677
99 H 3.3282 -4.4032 -2.1959
100 H 2.2334 -3.4078 -1.4099
101 C -5.2935 2.6064 0.4737
102 C -4.2314 3.7477 0.4847
103 O -4.1550 4.5074 1.4442
104 N -3.3933 3.8963 -0.5885
105 C -2.2427 4.8533 -0.6514
106 H -4.9340 1.6159 0.1948
107 H -6.0209 3.0093 -0.2311
108 H -5.8711 2.5144 1.3935
109 H -3.4022 3.1104 -1.2229
110 H -2.4916 5.9028 -0.4948
111 H -1.7710 4.8702 -1.6340
112 H -1.5639 4.5697 0.1529
113 C 1.5634 -0.5400 -0.5891
114 C 0.0997 -0.2784 -0.2520
115 O -0.6628 -1.2307 -0.5101
116 N -0.2255 0.9145 0.3350
117 C -1.6048 1.1358 0.7425
118 H 2.0040 -1.0254 0.2818
119 H 2.0606 0.4205 -0.7244
120 H 1.4814 -1.0690 -1.5386
121 H 0.2698 1.7942 0.3663
122 H -1.7034 0.3622 1.5040
123 H -2.3262 0.9263 -0.0474
124 H -1.6216 2.1015 1.2477
125 N 1.6327 0.0306 -4.0561
126 C 1.4493 -1.2280 -4.4238
127 C 1.0461 -1.6649 -5.6696
128 C 0.7600 -0.6964 -6.6141
129 C 0.8583 0.6528 -6.2690
130 C 1.2788 0.9869 -4.9927
131 H 1.5892 -1.9411 -3.6249
132 H 1.0598 -2.7426 -5.7385
133 H 0.4864 -0.9362 -7.6310
134 H 0.7924 1.3783 -7.0664
135 H 1.3216 2.0526 -4.8230
136 N -2.9886 2.8706 -3.8279
137 C -2.1313 1.9063 -3.4597
138 C -2.5548 0.6115 -3.1312
139 C -3.9156 0.3630 -2.9792
140 C -4.7846 1.4323 -3.2436
141 C -4.2874 2.6901 -3.6032
142 H -1.0969 2.2007 -3.5595
143 H -1.9403 -0.2307 -2.8492
144 H -4.3079 -0.6101 -2.7231
145 H -5.8467 1.3072 -3.0929
146 H -4.9901 3.4424 -3.9296

As for the charge: -1. For the total energy, the calculation gives -2917.26090 a.u. As for the spin multiplicity: 2.

=====

(2)
Entry from OMol25: C44H86F10N18O21S10 as an isolated structure (ωB97M-V with the def2-TZVPD basis set).

Element x y z (Å)
1 C 11.7994 10.0671 18.4084
2 C 10.5999 10.9365 18.5194
3 N 10.8814 12.3917 18.5650
4 C 11.9665 12.8043 19.4826
5 C 11.4084 12.8596 17.1502
6 C 10.4067 12.5310 16.0304
7 C 9.5857 13.0787 18.9689
8 C 9.5273 14.6237 18.9675
9 O 8.8970 15.0138 17.7460
10 C 8.2542 16.2344 17.9595
11 H 12.5422 10.2284 19.2051
12 H 12.2118 10.0652 17.4017
13 H 11.4299 9.0567 18.6194
14 H 9.9805 10.7270 19.4026
15 H 9.9193 10.8780 17.7035
16 H 12.9406 12.7969 19.0434
17 H 11.9841 12.1442 20.3308
18 H 11.7824 13.8235 19.7876
19 H 12.3718 12.4452 16.9778
20 H 11.4563 13.9106 17.2321
21 H 10.3324 11.4497 15.7212
22 H 10.8750 12.9542 15.1639
23 H 9.3564 12.8870 16.0900
24 H 9.4389 12.7211 19.9790
25 H 8.7764 12.6859 18.3288
26 H 10.5739 15.0640 18.9812
27 H 8.9198 15.0056 19.7469
28 H 7.7730 16.5297 17.0468
29 H 9.0457 16.9726 18.1762
30 H 7.5496 16.1748 18.7635
31 C 11.6754 21.9399 16.6125
32 C 11.7693 21.3737 18.0114
33 N 12.5653 20.0816 18.1205
34 C 12.2915 18.8743 17.6012
35 C 13.3075 18.0534 17.9299
36 N 14.1750 18.7711 18.7331
37 C 13.7093 20.0424 18.8026
38 C 15.3475 18.4247 19.4855
39 H 11.1093 22.8797 16.7059
40 H 11.1768 21.3203 15.9314
41 H 12.6797 22.1384 16.2520
42 H 10.7591 21.2245 18.3941
43 H 12.2851 22.0920 18.6211
44 H 11.5387 18.7989 16.8180
45 H 13.4805 17.1254 17.4978
46 H 14.0543 20.7556 19.4817
47 H 15.9533 17.7910 18.9202
48 H 15.1072 17.8828 20.4050
49 H 15.9324 19.3248 19.6546
50 C 19.8098 15.5831 14.2407
51 C 18.5287 15.1412 14.9290
52 N 18.7866 14.8603 16.3632
53 C 18.9799 15.9140 17.2706
54 C 19.3275 15.3905 18.4689
55 N 19.3608 13.9746 18.2630
56 C 19.0594 13.7399 16.9809
57 C 19.6585 12.9333 19.2658
58 H 20.4907 14.7216 14.3285
59 H 20.2229 16.5643 14.5575
60 H 19.5548 15.6871 13.1612
61 H 18.0204 14.3039 14.5138
62 H 17.8782 16.0070 15.0325
63 H 18.8069 16.9451 17.0357
64 H 19.6186 15.9015 19.3710
65 H 18.9801 12.8345 16.4418
66 H 20.4776 13.2035 19.9910
67 H 19.8894 11.9562 18.8691
68 H 18.7070 12.8082 19.7536
69 C 18.0625 26.5585 8.3906
70 C 16.8924 26.3765 9.2460
71 N 17.2408 26.0836 10.6145
72 C 17.8963 27.0814 11.3890
73 C 17.9644 26.6130 12.6251
74 N 17.3967 25.3217 12.6239
75 C 16.8862 25.0527 11.4126
76 C 17.4054 24.3721 13.7174
77 H 18.7075 25.7076 8.6053
78 H 18.5913 27.5227 8.5238
79 H 17.7236 26.6058 7.3551
80 H 16.3398 25.5220 8.8653
81 H 16.2357 27.2576 9.1712
82 H 18.1555 28.1201 11.1006
83 H 18.4349 26.9820 13.5404
84 H 16.3091 24.2052 11.0870
85 H 17.1762 23.3652 13.3393
86 H 16.7464 24.7916 14.5306
87 H 18.4216 24.4401 14.1625
88 C 14.4438 14.7069 8.1572
89 C 14.0047 14.8628 9.6361
90 N 13.1752 15.9817 9.9752
91 C 11.8774 15.8642 10.4539
92 C 11.5039 17.1759 10.7851
93 N 12.5696 17.9675 10.2604
94 C 13.5571 17.2282 9.8428
95 C 12.5817 19.4025 10.5164
96 H 15.1352 13.8937 8.1702
97 H 14.8053 15.5475 7.7126
98 H 13.5550 14.3001 7.6883
99 H 14.9023 14.8147 10.2467
100 H 13.3664 13.9662 9.7506
101 H 11.4554 14.8769 10.5827
102 H 10.6728 17.6601 11.2871
103 H 14.5474 17.6347 9.5011
104 H 12.8673 19.6271 11.5486
105 H 11.5848 19.8032 10.4476
106 H 13.2921 19.7716 9.7881
107 C 17.3953 18.0897 6.8249
108 C 18.4229 19.1150 6.2933
109 N 19.5756 19.3778 7.2140
110 C 20.7625 19.7679 6.6668
111 C 21.6756 19.6664 7.6805
112 N 21.0414 19.0885 8.7734
113 C 19.7326 18.9089 8.4439
114 C 21.6592 18.9441 10.0648
115 H 16.6618 17.9282 6.0090
116 H 16.8670 18.4528 7.7098
117 H 17.8783 17.1652 7.0987
118 H 17.9588 20.1519 6.1465
119 H 18.9042 18.7906 5.3260
120 H 20.8652 20.1188 5.6714
121 H 22.6690 20.0240 7.7812
122 H 18.9597 18.4527 9.0281
123 H 22.5664 19.5747 10.0506
124 H 21.8992 17.8595 10.2963
125 H 21.0373 19.3839 10.8640
126 C 19.5658 19.2021 13.4079
127 C 18.1209 19.7027 13.4230
128 N 17.0600 18.7083 13.5154
129 C 15.7501 19.1262 14.0136
130 C 15.0035 18.0272 13.9944
131 N 15.7501 16.9614 13.4497
132 C 17.0138 17.3747 13.2578
133 C 15.2032 15.6502 13.0346
134 H 19.6641 18.6579 12.4952
135 H 19.6640 18.5546 14.2263
136 H 20.3003 20.0115 13.6147
137 H 17.9270 20.2908 12.5732
138 H 17.8557 20.3975 14.2403
139 H 15.5718 20.1334 14.3835
140 H 14.0429 17.7004 14.2955
141 H 17.7546 16.7551 12.7725
142 H 14.2003 15.8484 12.6856
143 H 15.2590 14.9346 13.9400
144 H 15.8228 15.3206 12.2189
145 N 18.2600 15.1608 11.2808
146 S 17.9420 13.6783 10.8217
147 O 17.1746 13.6244 9.6417
148 O 17.6490 12.9001 11.9384
149 F 19.3521 13.1635 10.4006
150 S 18.4414 16.2835 10.1759
151 O 18.8846 15.9335 8.8560
152 O 19.1226 17.3546 10.7954
153 F 16.8604 16.7595 9.9979
154 N 18.4205 20.9200 10.2007
155 S 16.8461 20.8732 10.1430
156 O 16.2030 21.5372 11.2336
157 O 16.4089 19.5636 9.9230
158 F 16.5359 21.7039 8.8320
159 S 19.2573 22.1748 10.0103
160 O 20.2776 22.3374 10.9935
161 O 18.5016 23.3600 9.6666
162 F 20.0824 21.9213 8.7194
163 N 11.2535 17.4497 13.8123
164 S 10.6012 18.9081 13.8801
165 O 10.3678 19.4042 15.2286
166 O 9.6052 19.1302 12.8987
167 F 11.8843 19.6664 13.3609
168 S 11.2665 16.3905 14.9641
169 O 10.6139 16.8782 16.0927
170 O 12.4693 15.6349 15.0629
171 F 10.2936 15.4099 14.2576
172 N 15.8192 13.5521 15.8135
173 S 15.4965 14.6311 16.9635
174 O 15.5502 15.9054 16.3397
175 O 16.0821 14.3680 18.2312
176 F 13.8411 14.4752 17.2426
177 S 15.7277 11.9943 16.1790
178 O 14.8711 11.8124 17.3486
179 O 17.0533 11.4345 16.1129
180 F 15.0192 11.3467 14.9699
181 N 18.0156 21.2091 16.5751
182 S 16.6539 22.0537 17.0362
183 O 16.0046 21.5799 18.1830
184 O 15.8992 22.4362 15.8623
185 F 17.2819 23.3708 17.4528
186 S 18.3975 19.8060 17.0185
187 O 19.6286 19.4605 16.4185
188 O 17.2739 18.9102 16.8804
189 F 18.8427 19.9015 18.5128

The value obtained for the energy above the lowest of the compared OMol25 structures with the same formula, charge and spin is 0.0 kJ/mol. As for the charge: +2. For the total energy, the calculation gives -9273.86263 a.u.

=====

(3)
Entry from OMol25: a 11-piece molecular cluster, C44H88O11 overall (ωB97M-V with the def2-TZVPD basis set).

Element x y z (Å)
1 C -7.2262 -1.6940 8.8465
2 C -5.8919 -1.5661 9.4760
3 C -5.3669 -0.3088 8.8588
4 O -6.5705 0.5206 8.6800
5 C -7.7411 -0.2346 8.6603
6 H -7.8944 -2.2073 9.5380
7 H -7.1586 -2.2394 7.9052
8 H -5.3415 -2.4829 9.2649
9 H -6.0532 -1.3675 10.5356
10 H -4.9355 -0.3586 7.8590
11 H -4.5817 0.2130 9.4059
12 H -8.2348 -0.1290 7.6943
13 H -8.3036 0.0295 9.5558
14 C -3.5196 -3.1487 13.3571
15 C -3.5490 -2.9749 11.8671
16 C -2.0231 -2.7792 11.6029
17 O -1.5684 -2.0200 12.7162
18 C -2.3657 -2.2426 13.8659
19 H -3.3562 -4.2098 13.5455
20 H -4.4417 -2.8658 13.8648
21 H -4.1227 -2.0864 11.6035
22 H -3.9660 -3.8714 11.4084
23 H -1.9892 -2.1250 10.7317
24 H -1.5205 -3.7318 11.4355
25 H -2.6332 -1.3246 14.3891
26 H -1.8010 -2.8549 14.5689
27 C -10.9710 -5.1207 6.2151
28 C -9.6679 -4.3757 6.7088
29 C -9.9815 -4.0906 8.1919
30 O -10.6246 -5.3053 8.5158
31 C -11.4717 -5.7916 7.4309
32 H -10.8384 -5.8433 5.4099
33 H -11.7565 -4.4605 5.8475
34 H -9.5010 -3.4422 6.1714
35 H -8.7546 -4.9694 6.6705
36 H -10.5878 -3.1894 8.2839
37 H -9.1025 -3.9905 8.8285
38 H -12.5080 -5.5782 7.6928
39 H -11.4002 -6.8677 7.2730
40 C -5.5412 -5.8017 8.9293
41 C -5.7257 -7.2881 8.8963
42 C -4.6274 -7.7525 9.7666
43 O -3.5130 -6.8891 9.3728
44 C -3.9829 -5.6893 8.7469
45 H -5.8233 -5.3054 9.8580
46 H -6.1256 -5.2945 8.1617
47 H -5.5479 -7.7158 7.9097
48 H -6.7359 -7.5549 9.2069
49 H -4.4916 -8.8099 9.5393
50 H -4.7918 -7.5737 10.8292
51 H -3.7735 -5.7733 7.6805
52 H -3.5575 -4.7819 9.1755
53 C -6.2317 0.4557 13.1236
54 C -6.0023 0.7177 14.5814
55 C -7.3249 0.1168 15.1548
56 O -8.2745 0.2659 14.1625
57 C -7.7369 0.7195 12.9450
58 H -5.9624 -0.5637 12.8470
59 H -5.5714 1.1096 12.5539
60 H -5.9406 1.7871 14.7833
61 H -5.1704 0.1895 15.0474
62 H -7.4653 0.6438 16.0986
63 H -7.3012 -0.9664 15.2742
64 H -7.8774 1.7996 12.9018
65 H -8.0361 0.2187 12.0242
66 C -1.8216 2.4133 12.9422
67 C -1.3749 1.2186 12.1181
68 C -2.6385 0.8409 11.4094
69 O -3.2474 2.1200 11.1989
70 C -2.7438 3.1626 11.9771
71 H -0.9897 3.0089 13.3181
72 H -2.3517 2.1138 13.8464
73 H -0.9494 0.3826 12.6732
74 H -0.7128 1.5899 11.3359
75 H -3.2428 0.2092 12.0605
76 H -2.4550 0.3242 10.4674
77 H -3.4931 3.7133 12.5457
78 H -2.1374 3.7832 11.3174
79 C -5.8830 4.8194 10.0358
80 C -6.3194 5.8163 11.1045
81 C -6.9805 4.9896 12.1240
82 O -7.3637 3.7568 11.5171
83 C -6.5744 3.5192 10.3055
84 H -4.7962 4.7376 10.0217
85 H -6.2792 5.2287 9.1065
86 H -7.1142 6.3710 10.6058
87 H -5.4957 6.4441 11.4444
88 H -7.8206 5.3944 12.6883
89 H -6.2290 4.7431 12.8740
90 H -7.3873 3.2507 9.6307
91 H -5.8770 2.6854 10.3861
92 C -0.4538 -2.4198 8.4501
93 C -1.1191 -1.2707 7.6152
94 C -0.2838 -1.2508 6.3526
95 O 1.0319 -1.7645 6.7636
96 C 0.7660 -2.8048 7.6440
97 H -1.1897 -3.2231 8.4849
98 H -0.2336 -2.0985 9.4682
99 H -0.9031 -0.3715 8.1923
100 H -2.1879 -1.3705 7.4258
101 H -0.3654 -0.2924 5.8400
102 H -0.7095 -1.7943 5.5091
103 H 1.6084 -2.8506 8.3342
104 H 0.6036 -3.7551 7.1352
105 C -13.1628 0.3295 9.3424
106 C -12.5004 0.9612 10.5318
107 C -11.0923 0.5489 10.3537
108 O -11.2900 -0.7718 9.7348
109 C -12.4949 -0.8885 9.0453
110 H -13.1994 0.9910 8.4768
111 H -14.1948 0.0968 9.6048
112 H -12.7727 0.5523 11.5049
113 H -12.4812 2.0434 10.6607
114 H -10.6267 0.5518 11.3393
115 H -10.5689 1.2880 9.7473
116 H -13.0149 -1.7741 9.4104
117 H -12.2479 -1.0633 7.9982
118 C -1.7978 3.9460 8.5449
119 C -0.7921 4.2001 7.4142
120 C -0.5856 2.8447 6.8378
121 O -1.9136 2.3517 6.8396
122 C -2.6199 2.7982 7.9929
123 H -2.5120 4.7443 8.7463
124 H -1.2635 3.6332 9.4419
125 H 0.1555 4.5963 7.7792
126 H -1.1560 4.8364 6.6075
127 H 0.0647 2.2636 7.4917
128 H -0.2373 2.7806 5.8069
129 H -2.6866 1.9286 8.6467
130 H -3.6206 3.0282 7.6271
131 C -11.7763 1.5486 5.5673
132 C -11.2414 2.9581 5.1976
133 C -9.7759 3.0100 5.6237
134 O -9.4143 1.6013 5.5380
135 C -10.5138 0.6986 5.2339
136 H -12.7024 1.1952 5.1140
137 H -11.9134 1.6391 6.6449
138 H -11.9287 3.7300 5.5438
139 H -11.2176 3.0436 4.1112
140 H -9.7263 3.3273 6.6653
141 H -9.1627 3.6372 4.9766
142 H -10.2514 -0.1052 5.9217
143 H -10.5633 0.2393 4.2466

The value obtained for the energy above the lowest of the compared OMol25 structures with the same formula, charge and spin is 114.9 kJ/mol. As for the charge: +1. For the total energy, the calculation gives -2556.28887 a.u. As for the spin multiplicity: 2.